[1]
The following is a quantum chemistry calculation of a cluster of 11 separate species, C47H99Br2N5O25 in total at a distorted geometry, from the Open Molecules 2025 dataset.

Geometry (Å):
C  0.486846  -2.758916  -4.152026
O  -0.517263  -3.740550  -4.232081
C  -1.808164  -3.346080  -3.819543
C  -2.818849  -4.224419  -4.512165
N  -3.025132  -4.026385  -5.944676
C  -3.575489  -2.736664  -6.364975
C  -4.978515  -2.466950  -5.834421
O  -4.995246  -1.964260  -4.513737
C  -4.525406  -0.656040  -4.359984
H  0.118476  -1.727403  -4.210202
H  1.164127  -2.875674  -4.997907
H  1.047222  -2.831883  -3.210131
H  -2.016825  -2.271846  -3.910197
H  -1.810229  -3.542634  -2.735761
H  -3.775525  -4.200053  -3.981449
H  -2.519243  -5.275165  -4.420551
H  -2.130159  -4.054082  -6.428624
H  -3.674289  -2.718248  -7.453316
H  -2.916067  -1.897766  -6.098451
H  -5.552001  -3.395126  -5.798838
H  -5.550231  -1.816136  -6.512350
H  -3.461872  -0.539532  -4.614236
H  -4.674678  -0.312247  -3.340249
H  -5.080920  -0.026989  -5.072882
C  -4.310186  4.516012  3.386002
O  -3.572408  3.329514  3.266212
C  -4.292741  2.223586  2.790715
C  -5.165605  2.433756  1.574838
N  -6.527901  2.878075  1.860098
C  -7.287120  3.133115  0.619046
C  -6.776138  4.377113  -0.175157
O  -6.458970  5.448144  0.658396
C  -7.608228  6.006522  1.220736
H  -4.567466  4.896801  2.390881
H  -3.710302  5.291464  3.859761
H  -5.228070  4.384727  3.973148
H  -4.811461  1.699237  3.603316
H  -3.533933  1.494449  2.480778
H  -5.322323  1.484427  1.049905
H  -4.602727  3.019303  0.833734
H  -6.489586  3.791222  2.308462
H  -8.353606  3.251536  0.807779
H  -7.124192  2.246460  -0.003385
H  -7.584570  4.659362  -0.863254
H  -5.947211  4.063915  -0.804894
H  -7.325917  6.762430  1.952345
H  -8.191359  5.239726  1.741133
H  -8.277483  6.517361  0.518620
C  4.076081  5.337849  2.374623
O  2.878604  5.558383  1.693290
C  2.339049  6.853912  1.827633
C  0.957693  6.970575  1.213696
N  0.085583  5.994499  1.856858
C  -1.322204  6.035841  1.525962
C  -1.722577  5.406010  0.195979
O  -1.099000  6.108803  -0.897250
C  -1.315695  5.506250  -2.147968
H  4.869074  6.065840  2.169538
H  4.449591  4.361146  2.049094
H  3.949664  5.237572  3.461476
H  3.000018  7.666981  1.499659
H  2.175741  7.009023  2.908565
H  1.001527  6.747366  0.140381
H  0.617557  7.995278  1.359683
H  0.460947  5.059828  1.733984
H  -1.728019  7.040459  1.657102
H  -1.867069  5.400653  2.240305
H  -2.806663  5.484328  0.018316
H  -1.355169  4.372334  0.143462
H  -2.352279  5.647173  -2.473783
H  -1.046335  4.439767  -2.096067
H  -0.639974  5.999221  -2.848203
C  3.363740  -1.256892  -1.573359
O  4.519141  -1.376289  -0.785941
C  5.499698  -0.367306  -1.105335
C  6.846857  -1.020022  -0.844320
N  7.161277  -1.952609  -1.917480
C  8.561612  -2.364762  -1.795966
C  9.071656  -2.933214  -3.094049
O  8.340118  -4.090776  -3.334660
C  8.530853  -4.700592  -4.586363
H  3.485387  -1.318292  -2.653281
H  2.888699  -0.306563  -1.276626
H  2.640416  -1.995435  -1.221336
H  5.251166  0.443241  -0.408736
H  5.402524  -0.054522  -2.146402
H  6.761850  -1.480726  0.146258
H  7.529608  -0.165026  -0.833283
H  6.644710  -2.801255  -1.700926
H  8.731467  -3.132822  -1.026055
H  9.193024  -1.534969  -1.472779
H  10.150792  -3.141238  -3.088058
H  8.965741  -2.156127  -3.866345
H  9.552450  -5.046858  -4.798175
H  8.223628  -4.029660  -5.403777
H  7.870271  -5.567667  -4.625183
C  -0.072253  -4.397819  2.227905
O  0.820308  -5.489194  2.268663
C  0.251088  -6.589345  2.982260
C  1.395283  -7.443598  3.445359
N  2.103634  -6.781654  4.535048
C  3.251689  -7.530047  5.014313
C  3.979499  -6.798936  6.118742
O  4.461571  -5.561084  5.607079
C  5.383035  -4.946138  6.504769
H  -0.316990  -3.944024  3.188869
H  -0.982552  -4.744201  1.713437
H  0.318003  -3.651347  1.535901
H  -0.358057  -7.138766  2.258341
H  -0.319917  -6.194481  3.823508
H  2.055118  -7.732640  2.615246
H  0.988834  -8.357216  3.896991
H  2.376814  -5.847040  4.249547
H  3.971311  -7.686856  4.197123
H  2.881469  -8.464776  5.445558
H  4.825874  -7.446147  6.403526
H  3.401656  -6.603298  7.031300
H  4.878052  -4.739843  7.458115
H  5.653294  -3.971895  6.088963
H  6.305968  -5.529902  6.585820
O  0.210839  3.141384  1.585959
C  0.764600  2.200769  2.034360
O  1.212590  1.186079  1.286854
C  1.608761  0.090509  2.128732
C  1.730320  0.758518  3.506974
O  0.993817  1.977644  3.337569
H  0.790752  -0.628714  2.079406
H  2.502197  -0.373730  1.719476
H  2.787404  0.979248  3.667802
H  1.254477  0.145464  4.262596
O  0.198736  -0.148993  -6.155274
C  -0.336588  0.865651  -5.931417
O  -0.326485  1.483365  -4.725658
C  -1.332636  2.507833  -4.740452
C  -1.539600  2.767902  -6.237711
O  -1.103588  1.541648  -6.813927
H  -2.218951  2.023656  -4.308929
H  -1.073003  3.361560  -4.122190
H  -0.880830  3.580464  -6.546953
H  -2.578204  2.955690  -6.480885
O  -3.601941  -4.584791  2.369328
C  -3.790859  -3.683866  1.624446
O  -3.876825  -2.387915  1.998327
C  -4.002425  -1.570215  0.851585
C  -4.255895  -2.559999  -0.304994
O  -4.005697  -3.825242  0.300002
H  -4.816993  -0.844780  0.850842
H  -3.079344  -1.021787  0.664707
H  -3.626783  -2.282213  -1.153448
H  -5.279298  -2.544076  -0.685187
O  -1.498882  -0.678189  2.865049
C  -1.414876  -1.183093  3.932562
O  -0.320040  -1.826556  4.422717
C  -0.574330  -2.170359  5.782609
C  -2.106896  -2.207332  5.852088
O  -2.457287  -1.299895  4.778950
H  -0.138576  -3.135232  6.052533
H  -0.138095  -1.500649  6.527348
H  -2.474269  -1.784345  6.787326
H  -2.609435  -3.163653  5.703503
O  4.566794  1.901278  -3.153279
C  4.070449  2.713854  -2.463258
O  4.351381  4.036239  -2.443906
C  3.411512  4.683616  -1.593298
C  2.849801  3.550167  -0.729065
O  3.100560  2.420569  -1.558528
H  3.891746  5.443473  -0.985466
H  2.599716  5.114966  -2.178525
H  1.766848  3.645116  -0.656326
H  3.224590  3.504416  0.288977
Br  -3.250801  1.305369  -1.064116
C  -1.352087  1.205742  -0.532161
C  -0.665343  0.109469  -1.308048
Br  -0.656141  -1.554615  -0.300656
H  -1.310795  1.146788  0.546262
H  -0.886375  2.143764  -0.824145
H  0.368393  0.422128  -1.429520
H  -1.062736  -0.055771  -2.302564

Atomic forces in eV per Å
C 0.36 0.43 0.27
O -0.03 0.46 -0.98
C 0.35 -0.50 1.26
C -0.42 -0.71 -0.12
N 0.08 0.66 -0.57
C -0.52 0.20 0.16
C 0.01 -0.21 0.00
O -0.04 -0.30 0.76
C -0.08 0.33 -1.01
H -0.29 -0.19 -0.08
H 0.07 -0.15 0.09
H 0.00 -0.15 -0.08
H 0.22 0.00 -0.47
H -0.58 0.06 0.03
H 0.01 0.37 -0.18
H 0.30 0.21 0.16
H 0.03 -0.53 0.33
H 0.28 -0.23 -0.01
H -0.07 0.06 -0.06
H 0.18 -0.12 0.05
H 0.25 0.30 0.10
H 0.00 -0.12 0.14
H -0.14 -0.16 0.05
H 0.06 0.33 0.28
C -0.30 0.33 -0.34
O 0.37 0.30 0.20
C 0.41 -1.23 -0.22
C -0.56 -0.25 -0.37
N -0.50 1.06 -0.32
C 0.94 -0.06 -0.03
C -1.04 -1.28 -0.37
O 0.62 0.38 -0.25
C -0.59 0.33 0.78
H -0.21 0.06 0.05
H 0.22 -0.25 0.15
H 0.03 -0.06 0.05
H -0.42 0.38 0.01
H 0.15 0.17 0.04
H 0.32 -0.20 0.30
H -0.12 0.41 0.21
H 0.10 -0.25 0.27
H 0.04 -0.24 0.28
H -0.38 0.11 -0.16
H 0.04 0.09 -0.09
H 0.49 0.47 0.26
H 0.26 -0.10 0.02
H -0.11 0.11 0.05
H 0.19 -0.23 -0.39
C 0.48 -0.72 0.32
O -0.10 0.06 -0.99
C -0.53 0.58 1.58
C 0.33 -1.21 -0.51
N 0.02 0.57 0.34
C -0.38 -0.92 0.05
C 0.39 0.83 -1.04
O 0.16 0.11 0.26
C 0.30 0.18 0.48
H -0.23 0.20 -0.07
H 0.00 0.10 -0.09
H -0.20 0.35 -0.04
H 0.21 -0.34 -0.35
H 0.13 0.16 -0.07
H 0.16 0.46 -0.15
H -0.19 -0.02 0.03
H -0.17 0.22 0.10
H 0.14 0.10 -0.25
H 0.20 0.18 0.16
H 0.01 -0.39 0.37
H -0.37 -0.02 0.25
H -0.03 -0.25 -0.10
H -0.24 -0.01 -0.14
H -0.11 -0.02 -0.11
C -1.16 0.60 1.34
O 0.46 -0.46 -0.86
C -0.75 -1.12 0.63
C -1.11 1.27 -0.23
N 0.73 -0.26 0.92
C 0.69 -0.34 0.18
C 0.54 0.78 -0.30
O -0.20 -0.67 -0.23
C -0.40 0.08 -0.51
H 0.34 0.01 -0.05
H -0.04 0.16 -0.66
H 0.23 -0.37 -0.22
H 0.53 0.38 -0.24
H 0.07 0.06 0.14
H 0.42 0.01 0.10
H 0.49 -0.42 0.06
H -0.36 0.19 -0.47
H -0.26 -0.01 0.07
H -0.10 0.23 -0.29
H 0.04 -0.16 0.38
H -0.44 -0.25 -0.22
H 0.04 0.20 0.36
H 0.13 0.00 0.13
H 0.07 0.02 0.09
C -0.53 -0.40 -1.52
O 0.21 0.49 0.70
C 0.66 0.32 -1.01
C 0.00 -0.32 1.12
N -0.16 0.30 0.04
C -0.47 0.74 0.15
C 0.69 0.08 -0.11
O 0.37 -0.04 0.29
C -0.58 0.39 -0.61
H 0.14 -0.20 0.12
H -0.24 0.17 0.47
H 0.43 0.13 0.31
H -0.39 -0.09 0.33
H -0.20 -0.31 0.09
H -0.12 0.11 -0.11
H -0.04 -0.10 -0.34
H 0.15 -0.12 -0.06
H 0.05 -0.42 0.16
H 0.22 -0.19 -0.30
H 0.01 0.19 0.08
H -0.31 -0.16 -0.21
H 0.37 -0.32 0.13
H -0.07 -0.14 -0.12
H -0.19 -0.11 0.35
O -0.55 1.03 -0.47
C 0.43 -1.32 0.57
O 0.31 -0.03 -0.36
C -0.71 -0.28 -0.09
C 0.30 -0.33 -1.18
O 0.08 0.08 0.22
H 0.11 -0.03 0.18
H 0.19 0.22 0.13
H -0.21 0.13 0.59
H 0.23 0.16 0.29
O 0.90 -1.35 -0.45
C -0.81 0.91 0.45
O 0.17 0.58 -0.02
C -0.92 -0.88 0.05
C 0.58 0.21 0.96
O -0.13 0.16 -0.22
H -0.06 0.34 0.01
H 0.35 -0.01 -0.18
H -0.16 0.00 -0.36
H -0.01 0.03 -0.20
O 0.23 -0.36 0.39
C -0.48 0.42 -0.33
O -0.16 -0.01 0.08
C -0.05 0.34 -1.42
C -0.37 0.77 0.24
O 0.49 -0.05 -0.41
H -0.07 -0.14 0.86
H -0.07 -0.14 0.42
H 0.39 -0.74 0.10
H -0.06 -0.10 0.26
O 0.53 0.61 -0.45
C -0.94 -0.99 0.46
O 0.19 0.59 0.30
C -0.47 -1.26 0.84
C 0.04 0.92 0.15
O 0.29 -0.20 0.30
H 0.01 -0.10 -0.62
H -0.07 0.63 -0.55
H 0.00 0.04 -0.10
H 0.36 -0.06 -0.32
O 0.59 -0.40 -0.85
C -0.64 0.34 0.75
O 0.05 -0.14 -0.04
C -0.37 0.04 0.81
C -1.05 0.67 -0.70
O 0.39 -0.28 0.37
H 0.15 0.10 -0.18
H 0.19 0.15 -0.21
H 0.00 0.03 0.21
H 0.51 -0.42 -0.14
Br 0.38 0.09 0.04
C -0.28 0.28 -0.81
C 0.55 0.18 0.53
Br 0.13 -0.11 -0.46
H -0.09 -0.32 0.07
H -0.30 0.21 0.00
H 0.24 -0.30 0.09
H -0.24 -0.12 0.06

Calculated values
- ΔE to the lowest compared entry with this formula, charge and spin: 0.000 eV
- SMILES: COCCNCCOC.COCCNCCOC.COCCNCCOC.COCCNCCOC.COCCNCCOC.O=C1OCCO1.O=C1OCCO1.O=C1OCCO1.O=C1OCCO1.O=C1OCCO1.BrCCBr
- HOMO energy: -8.23 eV
- Spin multiplicity: 1
- Gap between HOMO and LUMO: 0.3087 hartree
- LUMO: 0.17 eV
- Electronic energy: -9152.81603 Eh

=====

[2]
The following is a quantum chemistry calculation of a cluster of 2 separate species, CH4FOPS in total at a distorted geometry, from the Open Molecules 2025 dataset.

Geometry (Å):
C  -1.069144  0.013663  1.124250
O  0.653959  -0.349353  -0.808342
F  0.992146  1.849277  0.577982
P  -0.220293  0.959522  -0.253805
S  2.178809  -1.530478  -3.345178
H  -1.192077  -1.092890  0.921431
H  -0.389506  0.027042  1.968305
H  -2.045607  0.419731  1.487017
H  1.091713  -0.296515  -1.671661

Atomic forces in eV per Å
C 0.04 -0.73 0.27
O -0.64 0.68 1.00
F -1.67 -1.55 -0.68
P 1.24 -0.22 0.11
S 0.08 -0.04 -0.12
H 0.08 1.33 -0.32
H 0.21 0.17 0.34
H 0.84 -0.05 -0.65
H -0.17 0.41 0.06

Calculated values
- ΔE to the lowest compared entry with this formula, charge and spin: 4.156 eV
- HOMO energy (alpha / beta): -9.32 / -9.32 eV
- Spin multiplicity: 1
- Gap between HOMO and LUMO (alpha / beta): 0.2183 / 0.2182 hartree
- LUMO (alpha / beta): -3.38 / -3.38 eV
- Electronic energy: -955.07788 Eh

=====

ΔE to the lowest compared entry with this formula, charge and spin of number 1 (C47H99Br2N5O25)?
0.000 eV